Entry from the OMol25 dataset: a molecular structure, C29H25Cl2N7O2Os in a non-equilibrium geometry (ωB97M-V/def2-TZVPD).

Each line ends with the natural charge from an NBO analysis.
Atoms and positions in Å:
Os 0.1875 -0.1566 0.5875  1.449
Cl -0.2773 6.6510 1.7260  0.136
C 0.3150 5.0629 1.5893  -0.038
C -0.4166 4.1076 0.9078  -0.255
C 0.0545 2.7974 0.7860  0.278
N -0.5754 1.8011 0.0818  -0.606
C -1.4571 2.2081 -0.9025  0.625
O -1.4605 3.3088 -1.4086  -0.509
C -2.4682 1.1897 -1.2955  0.073
C -3.4801 1.5696 -2.1723  -0.173
C -4.4284 0.6291 -2.5317  -0.138
C -4.3321 -0.6427 -1.9864  -0.211
C -3.3001 -0.9211 -1.1003  0.039
N -2.3841 -0.0233 -0.7666  -0.458
C 1.2767 2.4273 1.4430  0.180
C 2.0335 3.4061 2.0888  -0.259
C 1.5671 4.7146 2.1632  0.027
Cl 2.4747 5.9109 2.9596  0.177
N 1.5788 1.0950 1.3065  -0.638
C 2.8665 0.6328 1.4660  0.643
O 3.8132 1.2694 1.8629  -0.509
C 2.9923 -0.8104 1.0559  0.106
C 4.2487 -1.3785 0.8797  -0.175
C 4.3506 -2.7202 0.5447  -0.101
C 3.1782 -3.4551 0.4494  -0.229
C 1.9622 -2.8139 0.6137  0.114
N 1.8520 -1.5035 0.8685  -0.501
H -1.3556 4.3880 0.4594  0.275
H -3.4786 2.5817 -2.5424  0.263
H -5.2162 0.8871 -3.2223  0.250
H -5.0431 -1.4116 -2.2370  0.245
H -3.2154 -1.8990 -0.6478  0.202
H 2.9809 3.1505 2.5398  0.291
H 5.1169 -0.7519 1.0064  0.273
H 5.3103 -3.1851 0.3768  0.257
H 3.1914 -4.5121 0.2380  0.256
H 1.0489 -3.3877 0.5517  0.215
N -1.4443 0.5124 2.4404  -0.859
C -1.4615 0.0993 3.8229  0.179
C -2.5839 0.3548 4.6083  -0.258
C -2.5844 -0.0084 5.9430  -0.175
C -1.4741 -0.6233 6.5004  -0.191
C -0.3545 -0.8671 5.7197  -0.175
C -0.3450 -0.5055 4.3828  -0.270
H -1.2773 1.5201 2.4059  0.389
H -2.3671 0.3500 2.0336  0.402
H -3.4435 0.8501 4.1759  0.220
H -3.4517 0.1912 6.5538  0.237
H -1.4863 -0.9135 7.5389  0.238
H 0.5117 -1.3394 6.1520  0.229
H 0.5121 -0.7036 3.7448  0.201
C -0.6272 -4.0818 -3.1956  -0.666
C -0.7983 -3.4801 -1.8581  0.245
C -1.3339 -4.0073 -0.6975  -0.344
C -1.2478 -3.0002 0.2710  0.225
N -0.6840 -1.9093 -0.2648  -0.390
N -0.4156 -2.2210 -1.5571  -0.345
C -1.6543 -3.0752 1.6960  -0.661
H -0.9866 -5.1068 -3.1914  0.260
H 0.4186 -4.0780 -3.5012  0.249
H -1.1902 -3.5263 -3.9440  0.252
H -1.7361 -4.9897 -0.5583  0.264
H -0.0337 -1.5427 -2.2032  0.434
H -1.3924 -4.0459 2.1099  0.256
H -2.7331 -2.9691 1.8057  0.253
H -1.1626 -2.2942 2.2753  0.230

Properties
LUMO energy (spin up / spin down) ... -6.09 / -8.57 eV
HOMO level (spin up / spin down) ... -13.78 / -14.17 eV
HOMO-LUMO gap (spin up / spin down) ... 7.7 / 5.6 eV
Multiplicity ... 5
Charge ... +2

Entry from the OMol25 dataset: a single C3H10NP molecule in a non-equilibrium geometry (ωB97M-V/def2-TZVPD).

Each line ends with the natural charge from an NBO analysis.
Atoms and positions in Å:
C -1.0603 1.1497 -0.7556  -0.952
P 0.1197 0.2054 0.4317  1.708
C 1.7373 -0.1034 -0.3229  -0.993
C -0.6414 -1.4251 0.2205  -1.010
N 0.2968 0.7843 1.9398  -1.283
H -1.6924 1.6137 -0.0348  0.238
H -0.5702 1.8573 -1.4258  0.240
H -1.5843 0.4024 -1.3807  0.226
H 2.1949 -0.7342 0.3994  0.254
H 1.7733 -0.4154 -1.3775  0.246
H 2.3072 0.8581 -0.4252  0.253
H -0.2606 -2.2739 1.0014  0.258
H -1.7178 -1.1658 0.1871  0.237
H -0.2780 -1.7050 -0.7566  0.228
H -0.6241 0.9519 2.2991  0.351

Properties
LUMO energy ... 0.79 eV
Structure (SMILES) ... CP(C)(C)=N
HOMO level ... -8.28 eV
HOMO-LUMO gap ... 9.1 eV
Charge ... 0

Entry from the OMol25 dataset: 2 unconnected molecules or ions with the total composition C2H3N2O2 in a non-equilibrium geometry (ωB97M-V/def2-TZVPD).

Each line ends with the natural charge from an NBO analysis.
Atoms and positions in Å:
C -3.4930 0.1567 -0.0709  0.396
C 0.0691 0.2737 0.1330  0.033
N -4.4938 0.5632 -0.5422  -0.620
N -2.5664 -0.4566 0.5209  -0.363
O -1.7134 -1.3827 -0.0239  -0.557
O -0.8467 0.8883 0.6261  -0.467
H 0.3736 0.4518 -0.8150  0.084
H -0.8020 -1.1158 -0.0571  0.403
H 0.8222 -0.2960 0.5454  0.091

Properties
LUMO energy (spin up / spin down) ... 3.96 / 3.96 eV
HOMO level (spin up / spin down) ... -2.92 / -2.92 eV
HOMO-LUMO gap (spin up / spin down) ... 6.9 / 6.9 eV
Charge ... -1

Entry from the OMol25 dataset: 13 unconnected molecules or ions with the total composition C53H115NO22 in a non-equilibrium geometry (ωB97M-V/def2-TZVPD).

Each line ends with the Mulliken charge.
Atoms and positions in Å:
C 4.7349 5.7669 19.9170  -0.816
N 5.2359 6.2403 21.2363  1.000
O 5.9467 5.4533 21.8191  -0.045
O 5.0257 7.3731 21.6023  -0.657
H 4.5569 6.5557 19.1937  0.246
H 3.7892 5.2989 20.1941  0.300
H 5.4949 5.1348 19.4766  0.117
C 5.1693 2.6610 30.5879  -0.961
O 6.2620 2.7457 29.7178  0.120
C 7.4838 2.9891 30.3515  -0.973
C 8.5726 3.0462 29.3063  -0.284
O 8.2394 3.9127 28.2512  -0.024
C 9.1359 3.8649 27.1564  -0.053
H 4.9139 3.6280 31.0381  0.290
H 5.3415 1.9437 31.3997  0.366
H 4.2838 2.3322 30.0443  0.222
H 7.6939 2.1943 31.0746  0.513
H 7.5570 3.9637 30.8531  0.383
H 8.8624 2.0835 28.8593  -0.031
H 9.5207 3.3620 29.7675  0.438
H 8.8772 4.6728 26.4744  -0.423
H 9.0327 2.9120 26.6411  0.111
H 10.1411 4.0682 27.5409  0.594
C 5.6002 1.9853 26.7718  0.005
O 4.6440 1.9262 25.7318  0.347
C 4.2110 0.6345 25.3883  -0.145
C 3.3883 -0.0803 26.4786  -0.894
O 4.2168 -0.4427 27.5541  -0.126
C 3.4616 -1.0163 28.6044  -0.921
H 5.1873 1.7290 27.7449  0.307
H 6.0006 2.9854 26.9425  -0.491
H 6.4149 1.2833 26.5615  -0.060
H 5.0432 0.0250 25.0101  0.268
H 3.5594 0.7319 24.5161  -0.094
H 2.8993 -0.9666 26.0627  0.487
H 2.6260 0.6789 26.6958  0.324
H 2.5527 -0.4475 28.7946  0.367
H 4.1291 -1.1640 29.4530  0.231
H 3.1878 -2.0574 28.3772  0.322
C 4.1844 6.1910 29.2981  -0.510
O 5.1621 7.0843 28.7935  -0.444
C 6.2634 6.3899 28.2118  -0.533
C 6.0800 5.9549 26.7698  1.318
O 6.1368 6.9890 25.7970  0.462
C 5.3197 8.1102 26.0664  -1.290
H 4.6023 5.6915 30.1808  0.170
H 3.9179 5.4039 28.5875  0.213
H 3.3105 6.7637 29.5943  0.309
H 6.5793 5.5662 28.8559  0.083
H 7.0370 7.1624 28.2433  0.348
H 5.0997 5.4679 26.6765  0.145
H 6.8534 5.2515 26.4749  -1.588
H 5.8040 8.7990 26.7670  0.298
H 4.4006 7.7311 26.5243  0.422
H 5.0277 8.7331 25.2194  0.275
C 5.6143 1.6757 19.7503  -0.500
O 6.9070 1.4241 19.2308  -0.512
C 7.8677 2.1809 19.9254  0.520
C 9.2684 1.9452 19.4240  0.009
O 9.3899 2.1990 18.0376  -0.427
C 10.6236 1.8617 17.4718  -0.671
H 4.9034 1.0124 19.2739  0.385
H 5.3633 2.7269 19.5519  0.120
H 5.6399 1.6201 20.8444  0.202
H 7.8727 1.9650 21.0023  0.074
H 7.6063 3.2434 19.7974  -0.291
H 9.5867 0.9138 19.6292  0.292
H 9.9373 2.6038 19.9926  -0.134
H 10.7595 2.4766 16.5779  0.321
H 10.5851 0.8532 17.0318  0.207
H 11.4692 1.9426 18.1591  0.252
C 3.6378 5.6654 24.0682  -0.786
O 3.2671 4.8140 22.9903  -0.517
C 3.3251 3.4778 23.4145  0.922
C 2.7953 2.5884 22.3127  -0.560
O 1.4665 2.8708 21.9342  -0.426
C 0.5128 2.6715 22.9451  -0.695
H 2.9656 5.5983 24.9226  0.574
H 3.7228 6.6739 23.6601  0.362
H 4.6952 5.4759 24.2877  0.034
H 2.7516 3.3328 24.3412  0.421
H 4.3559 3.1634 23.6398  -0.398
H 2.9356 1.5104 22.4765  0.323
H 3.4221 2.7485 21.4275  -0.055
H -0.4646 2.8425 22.4841  0.290
H 0.5577 3.4063 23.7518  0.261
H 0.4857 1.6244 23.2642  0.285
C 14.3807 9.9155 22.5320  -0.778
O 13.4126 9.2205 23.2925  -0.174
C 13.7436 7.8555 23.4371  -0.330
C 12.8084 7.2321 24.4571  -0.067
O 12.8317 5.8296 24.3804  -0.191
C 11.8729 5.1493 25.1282  -0.799
H 15.3932 9.7455 22.9067  0.297
H 14.1203 10.9685 22.5724  0.215
H 14.3333 9.5583 21.4971  0.311
H 14.7734 7.7305 23.7791  0.334
H 13.5777 7.3941 22.4594  0.119
H 11.7989 7.6272 24.3142  -0.115
H 13.1112 7.5289 25.4698  0.466
H 11.8962 4.0704 24.9880  0.322
H 10.8159 5.4256 25.0585  0.217
H 12.1088 5.2914 26.1962  0.447
C 11.7950 -2.3010 17.4902  -0.769
O 12.0622 -2.2349 18.8664  -0.378
C 12.1801 -0.9116 19.3109  0.390
C 12.3426 -0.9157 20.8051  -0.172
O 11.2773 -1.6418 21.3895  -0.374
C 11.4193 -1.6943 22.7903  -0.451
H 12.5653 -1.7338 16.9450  0.331
H 10.8711 -1.7764 17.2190  0.263
H 11.7921 -3.3222 17.1276  0.280
H 11.3506 -0.2787 18.9752  -0.461
H 13.0490 -0.4243 18.8443  0.419
H 12.3795 0.0757 21.2763  -0.032
H 13.3084 -1.3588 21.0832  0.427
H 12.3792 -2.0673 23.1644  0.363
H 10.6085 -2.2961 23.1860  0.214
H 11.3175 -0.6659 23.1680  0.076
C 8.1970 7.2141 20.2311  -0.320
O 7.1321 7.2213 19.2997  -0.114
C 7.0607 8.4534 18.6059  -0.807
C 8.2742 8.8488 17.7720  -0.389
O 8.4621 7.8301 16.7966  -0.280
C 9.5745 8.1180 16.0014  -0.872
H 8.5293 6.2085 20.5069  -0.603
H 7.8349 7.6928 21.1468  0.488
H 9.1532 7.6480 19.9278  0.328
H 6.8278 9.3222 19.2385  0.362
H 6.1703 8.3155 17.9905  0.393
H 9.1804 8.9313 18.3788  0.252
H 8.0969 9.8149 17.2906  0.518
H 10.4975 8.1743 16.6022  0.297
H 9.5568 9.0712 15.4577  0.332
H 9.7697 7.3319 15.2723  0.277
C 13.8337 3.4658 22.2214  -0.849
O 12.9070 3.7761 21.2205  -0.224
C 12.8610 5.1410 20.8921  0.211
C 12.2406 5.3844 19.5456  -1.090
O 10.9296 4.8600 19.5579  0.553
C 10.2130 5.0982 18.3634  -1.099
H 14.0501 4.3187 22.8765  0.216
H 14.8119 3.1637 21.8185  0.346
H 13.4767 2.6518 22.8556  0.247
H 13.8861 5.5303 20.7731  0.706
H 12.3998 5.7398 21.6835  -0.547
H 12.7794 4.8722 18.7389  0.381
H 12.2459 6.4642 19.3486  0.340
H 10.8728 4.7910 17.5394  0.306
H 10.0974 6.1775 18.1905  0.275
H 9.2437 4.6230 18.2971  0.240
C 10.5011 11.6333 24.5138  -0.548
O 9.4431 11.4476 25.4269  -0.400
C 8.2574 10.9875 24.7916  -0.841
C 8.2907 9.4781 24.5668  0.024
O 9.2888 9.0755 23.6734  -0.346
C 9.3165 7.6762 23.4788  -0.908
H 11.2693 12.2426 24.9994  0.270
H 10.2237 12.0887 23.5601  0.290
H 11.0348 10.7023 24.3019  0.158
H 8.0564 11.5500 23.8745  0.372
H 7.3604 11.1403 25.3956  0.408
H 7.2835 9.1924 24.2296  0.107
H 8.4641 9.0364 25.5568  0.221
H 9.8723 7.5026 22.5580  0.014
H 8.2983 7.3331 23.2602  0.439
H 9.6874 7.1596 24.3637  0.424
C 9.7733 3.8995 22.5750  1.343
C 8.4916 4.3450 22.8971  1.373
C 7.7091 3.5691 23.7289  0.405
C 8.2065 2.3947 24.2709  0.069
C 9.4609 1.9208 23.9123  -0.114
C 10.2648 2.7149 23.0805  0.673
H 10.3342 4.5784 21.9420  -1.064
H 8.1104 5.2726 22.5023  -1.181
H 6.7337 3.9051 24.0653  -0.386
H 7.6228 1.8007 24.9660  -0.510
H 9.9427 1.0070 24.2362  -0.210
H 11.2833 2.4479 22.8265  -0.313
C 8.9097 -1.1041 25.9377  -0.289
C 9.1704 -2.4126 25.5098  -0.529
C 10.3391 -3.0761 25.8679  -0.509
C 11.1512 -2.4796 26.8277  -0.420
C 10.9503 -1.1690 27.2096  -0.717
C 9.7949 -0.5076 26.8179  0.649
H 7.9361 -0.6906 25.7098  0.362
H 8.5161 -2.8835 24.7853  0.346
H 10.5158 -4.0988 25.5640  0.406
H 12.0057 -3.0060 27.2386  0.376
H 11.5447 -0.7480 28.0118  0.388
H 9.5204 0.4270 27.2947  -0.024

Properties
LUMO energy ... 0.57 eV
HOMO level ... -8.98 eV
HOMO-LUMO gap ... 9.5 eV
Charge ... 0

- Among the records above, which one has the lowest charge?
  C2H3N2O2

- Which formula does entry 2 have?
  C3H10NP

What did the second record say?
Entry from the OMol25 dataset: a single C3H10NP molecule in a non-equilibrium geometry (ωB97M-V/def2-TZVPD).

Each line ends with the natural charge from an NBO analysis.
Atoms and positions in Å:
C -1.0603 1.1497 -0.7556  -0.952
P 0.1197 0.2054 0.4317  1.708
C 1.7373 -0.1034 -0.3229  -0.993
C -0.6414 -1.4251 0.2205  -1.010
N 0.2968 0.7843 1.9398  -1.283
H -1.6924 1.6137 -0.0348  0.238
H -0.5702 1.8573 -1.4258  0.240
H -1.5843 0.4024 -1.3807  0.226
H 2.1949 -0.7342 0.3994  0.254
H 1.7733 -0.4154 -1.3775  0.246
H 2.3072 0.8581 -0.4252  0.253
H -0.2606 -2.2739 1.0014  0.258
H -1.7178 -1.1658 0.1871  0.237
H -0.2780 -1.7050 -0.7566  0.228
H -0.6241 0.9519 2.2991  0.351

Properties
LUMO energy ... 0.79 eV
Structure (SMILES) ... CP(C)(C)=N
HOMO level ... -8.28 eV
HOMO-LUMO gap ... 9.1 eV
Charge ... 0